No. 1
{"formula": "C36H46HgN12O4S3", "method": "ωB97M-V with the def2-TZVPD basis set", "spin_multiplicity": 2, "charge": -1, "homo_energy_ha": [-0.1843, -0.1844], "e_tot_ev": -100830.395, "fmax_ev_per_a": 2.37, "symbols": ["Hg", "N", "C", "C", "C", "C", "C", "C", "S", "O", "O", "N", "C", "N", "C", "C", "C", "N", "H", "H", "H", "H", "H", "H", "H", "H", "H", "O", "C", "C", "C", "C", "C", "C", "C", "O", "N", "N", "C", "S", "C", "C", "S", "H", "H", "H", "H", "H", "H", "H", "H", "H", "C", "N", "C", "C", "N", "C", "C", "C", "C", "C", "C", "N", "C", "N", "C", "C", "N", "C", "C", "N", "C", "C", "H", "H", "H", "H", "H", "H", "H", "H", "H", "H", "H", "H", "H", "H", "H", "H", "H", "H", "H", "H", "H", "H", "H", "H", "H", "H", "H", "H"], "xyz": [[-0.057685, 0.900142, 0.027573], [3.034185, -0.081461, 8.544808], [2.035750, 0.375588, 7.681770], [0.903141, -0.400155, 7.436762], [-0.052357, 0.038148, 6.537076], [0.109488, 1.237432, 5.866387], [1.221321, 2.026048, 6.117162], [2.178860, 1.595203, 7.018976], [-1.157928, 1.724730, 4.685163], [-2.067282, 0.606349, 4.647045], [-1.741618, 2.963672, 5.135336], [-0.431010, 1.842514, 3.231261], [0.131651, 3.007959, 2.939564], [0.375842, 3.917747, 3.926250], [0.684128, 5.148163, 3.600848], [0.838628, 5.566813, 2.291415], [0.777957, 4.550907, 1.355023], [0.465388, 3.297968, 1.635828], [2.738609, -0.778764, 9.207582], [3.610671, 0.636612, 8.950777], [0.776989, -1.340783, 7.961099], [-0.957565, -0.519235, 6.347239], [1.303154, 2.972978, 5.605253], [3.051080, 2.205705, 7.223756], [0.829279, 5.833884, 4.432739], [1.047334, 6.591472, 2.025075], [1.005032, 4.751727, 0.311369], [-5.778314, -0.905643, 1.017648], [-5.967669, 0.051685, 0.104411], [-7.285064, 0.363577, -0.243629], [-7.561671, 1.339969, -1.178823], [-6.525082, 2.039642, -1.786365], [-5.219895, 1.742075, -1.444295], [-4.912963, 0.752211, -0.512284], [-3.466408, 0.530016, -0.197537], [-2.583677, 1.207307, -0.757300], [-3.245357, -0.446358, 0.701119], [-1.990188, -0.586751, 1.090868], [-1.562739, -1.457319, 1.895177], [-2.517774, -2.854219, 2.446416], [-1.150990, -3.645329, 3.354487], [0.145781, -3.268164, 2.669315], [0.109031, -1.455148, 2.421583], [-4.791617, -0.937849, 1.188739], [-8.074974, -0.179934, 0.257748], [-8.591068, 1.565456, -1.429015], [-6.741468, 2.814904, -2.509747], [-4.386186, 2.275868, -1.880309], [-1.322029, -4.721619, 3.341527], [-1.175712, -3.276689, 4.378002], [0.235540, -3.756523, 1.698938], [1.016160, -3.496009, 3.283637], [-2.705895, -2.490563, -2.387976], [-1.366590, -3.026180, -2.193358], [-1.064528, -3.441819, -0.837771], [-0.331355, -2.585985, -2.989820], [0.787925, -2.250871, -2.465820], [2.015942, -2.241801, -3.100923], [2.642365, -3.458797, -3.381645], [3.887295, -3.515608, -3.988058], [4.531120, -2.337646, -4.327030], [3.942417, -1.121336, -4.017380], [2.702901, -1.042064, -3.379836], [2.050714, 0.174948, -3.215385], [2.613518, 1.239095, -2.778299], [3.782718, 1.304270, -2.025799], [4.874165, 2.157564, -2.438410], [4.187648, 0.198238, -1.185769], [2.039137, 2.469737, -3.032369], [0.761573, 2.474066, -3.727777], [2.131725, 3.494122, -1.999392], [-0.650063, -2.547462, -4.345634], [0.217844, -1.851510, -5.270980], [-1.362872, -3.654653, -4.946992], [-2.992235, -1.872660, -1.532939], [-3.441153, -3.295457, -2.487013], [-2.723882, -1.868692, -3.279610], [0.011584, -3.424709, -0.691501], [-1.444549, -4.454226, -0.666664], [-1.526821, -2.775158, -0.114391], [2.109361, -4.366351, -3.124590], [4.337328, -4.473173, -4.217864], [5.482019, -2.361468, -4.844140], [4.427322, -0.197340, -4.311932], [4.544444, 2.848621, -3.210412], [5.692492, 1.550184, -2.848809], [5.264110, 2.721150, -1.584600], [3.316885, -0.394251, -0.911641], [4.635260, 0.604081, -0.273705], [4.915733, -0.454842, -1.681370], [0.723365, 1.637717, -4.417461], [0.669409, 3.409344, -4.282439], [-0.074808, 2.382015, -3.025150], [3.113777, 3.966132, -1.989863], [1.929902, 3.075148, -1.012905], [1.386401, 4.257560, -2.211734], [0.596355, -0.947885, -4.799889], [-0.363787, -1.581124, -6.155288], [1.069966, -2.460780, -5.596632], [-1.955549, -4.181385, -4.205728], [-0.665438, -4.367125, -5.409866], [-2.033904, -3.287590, -5.728890]], "forces_ev_per_angstrom": [[-0.99, 0.05, 0.53], [0.14, -0.10, -0.05], [-0.11, 0.00, -0.07], [0.11, 0.11, 0.06], [-0.11, -0.03, -0.04], [-0.19, 0.08, -0.36], [0.07, -0.03, 0.16], [-0.02, -0.06, 0.05], [-0.22, -0.03, 0.07], [0.23, -0.35, -0.33], [-0.02, 0.01, 0.09], [-0.18, -0.30, 0.11], [0.16, 0.85, -0.05], [0.36, 0.14, -0.13], [-0.07, -0.06, 0.12], [0.04, 0.11, -0.25], [0.04, -0.07, -0.22], [-0.35, -0.75, 0.25], [0.01, 0.07, 0.07], [-0.04, -0.02, 0.07], [-0.03, -0.02, 0.00], [0.02, -0.17, -0.03], [0.08, 0.01, 0.04], [0.03, 0.03, -0.03], [0.04, 0.04, -0.01], [0.06, 0.00, -0.04], [-0.02, 0.03, 0.00], [0.08, -0.05, 0.15], [0.07, 0.10, -0.11], [-0.05, -0.06, 0.03], [0.05, -0.05, 0.06], [0.00, 0.10, -0.09], [-0.02, -0.04, 0.02], [0.12, 0.12, -0.06], [0.40, -0.28, 0.16], [0.26, 0.29, -0.19], [-1.37, -0.52, 0.34], [2.05, 1.13, -0.35], [-0.53, -0.55, 0.03], [-0.09, 0.09, 0.12], [-0.23, 0.27, -0.03], [0.05, 0.40, -0.20], [0.16, -0.26, 0.25], [-0.03, -0.04, -0.11], [-0.03, -0.02, -0.01], [-0.02, 0.00, 0.00], [0.02, 0.01, -0.01], [0.00, 0.00, -0.04], [0.00, 0.00, 0.00], [0.09, -0.06, 0.07], [0.04, -0.07, 0.05], [0.00, -0.01, 0.00], [-0.05, -0.05, -0.02], [0.11, 0.24, 0.06], [-0.02, -0.15, -0.09], [0.13, -0.05, -0.23], [-0.24, 0.26, 0.39], [0.19, -0.16, -0.10], [-0.01, 0.08, -0.05], [-0.05, -0.05, -0.06], [0.13, 0.02, -0.03], [-0.05, 0.00, -0.01], [0.25, -0.10, -0.22], [-0.51, 0.01, 0.16], [0.24, -0.14, -0.08], [-0.02, -0.01, -0.04], [-0.01, 0.01, 0.03], [-0.08, 0.00, 0.04], [-0.12, -0.01, 0.04], [0.09, -0.01, -0.17], [0.13, -0.05, -0.03], [0.12, -0.12, 0.06], [0.03, 0.09, 0.02], [-0.09, -0.07, -0.06], [0.01, -0.01, 0.01], [-0.03, 0.04, -0.02], [-0.07, -0.06, -0.03], [0.01, -0.02, 0.01], [-0.06, 0.02, 0.07], [0.01, 0.01, -0.06], [0.01, -0.03, 0.02], [0.00, -0.01, 0.01], [0.04, 0.01, 0.03], [0.01, 0.03, 0.02], [0.00, 0.03, 0.02], [0.00, 0.03, 0.00], [0.03, 0.04, -0.06], [0.01, -0.02, 0.02], [-0.01, -0.03, -0.02], [-0.03, 0.00, 0.06], [-0.02, 0.02, -0.01], [-0.07, 0.01, 0.05], [-0.01, -0.05, -0.03], [-0.03, 0.06, 0.09], [-0.02, 0.02, 0.15], [0.02, 0.04, 0.00], [-0.02, 0.07, -0.06], [-0.04, 0.04, 0.03], [-0.03, 0.00, -0.01], [0.03, 0.00, 0.01], [-0.01, 0.01, 0.02], [0.01, 0.01, 0.02]], "mulliken_spin": [0.69, 0.00, 0.00, 0.00, 0.00, 0.00, 0.00, 0.00, 0.00, 0.00, 0.00, 0.00, 0.00, 0.01, 0.00, 0.00, -0.01, 0.06, 0.00, 0.00, 0.00, 0.00, 0.00, 0.00, 0.00, 0.00, 0.00, 0.00, 0.00, 0.00, 0.00, 0.00, 0.00, 0.03, 0.01, 0.01, 0.03, 0.10, -0.04, 0.01, 0.00, 0.00, 0.01, 0.00, 0.00, 0.00, 0.00, 0.00, 0.00, 0.00, 0.00, 0.00, 0.00, 0.00, 0.00, 0.01, -0.03, -0.02, 0.00, 0.00, 0.00, 0.00, 0.04, 0.06, -0.07, 0.02, 0.00, -0.01, 0.00, 0.02, 0.03, 0.00, 0.00, 0.00, -0.01, 0.00, 0.00, 0.00, 0.00, 0.00, 0.00, 0.00, 0.00, 0.00, 0.00, 0.00, 0.00, 0.03, 0.00, 0.00, 0.00, 0.00, 0.00, 0.00, 0.01, 0.00, 0.00, 0.00, 0.00, 0.00, 0.00, 0.00]}

=====

No. 2
{"formula": "C36H46NiO4P3", "method": "ωB97M-V with the def2-TZVPD basis set", "spin_multiplicity": 3, "charge": 1, "homo_energy_ha": [-0.4020, -0.4340], "e_tot_ev": -115177.095, "e_above_lowest_ev": 0.000, "fmax_ev_per_a": 2.70, "symbols": ["Ni", "O", "P", "C", "P", "O", "C", "C", "C", "C", "C", "C", "C", "C", "C", "C", "C", "C", "C", "C", "C", "C", "C", "C", "C", "C", "C", "C", "C", "C", "H", "H", "H", "H", "H", "H", "H", "H", "H", "H", "H", "H", "H", "H", "H", "H", "H", "H", "H", "H", "H", "H", "C", "C", "O", "O", "H", "H", "H", "C", "C", "C", "P", "C", "C", "C", "C", "C", "C", "H", "H", "H", "H", "H", "H", "H", "H", "H", "H", "H", "H", "H", "H", "H", "H", "H", "H", "H", "H", "H"], "xyz": [[1.053157, 0.543592, 0.587766], [-0.588446, 0.948999, -0.597816], [-1.336427, 0.308151, -1.692025], [-1.087073, -1.515776, -1.683860], [0.550967, -2.039513, -1.015902], [0.812395, -1.515797, 0.382131], [1.805703, -1.486586, -2.147034], [1.620115, -1.436215, -3.518023], [2.689538, -1.036880, -4.337066], [3.888944, -0.633984, -3.767826], [4.048062, -0.700177, -2.385901], [3.049183, -1.145894, -1.567208], [0.433653, -3.872492, -1.035705], [0.466699, -4.616787, -2.179724], [0.310920, -5.991570, -2.073160], [0.089146, -6.636777, -0.851495], [0.111673, -5.872924, 0.307928], [0.297408, -4.485268, 0.194151], [-3.076788, 0.618506, -1.661657], [-4.031777, -0.335528, -1.661784], [-5.376539, 0.047694, -1.454593], [-5.731983, 1.337433, -1.127088], [-4.758080, 2.324881, -1.201784], [-3.420914, 1.940405, -1.409709], [-0.704385, 0.961129, -3.253164], [0.416299, 1.780821, -3.228350], [0.911642, 2.345095, -4.393736], [0.233753, 2.116063, -5.587754], [-0.995731, 1.430993, -5.601325], [-1.416205, 0.801458, -4.463859], [-1.302430, -1.983265, -2.639323], [-1.747840, -1.949475, -0.953769], [0.626776, -1.694222, -3.885118], [2.624805, -0.848241, -5.419234], [4.659698, -0.279910, -4.417082], [4.992850, -0.406165, -1.969308], [3.218201, -1.192471, -0.504641], [0.596798, -4.142418, -3.117885], [0.252131, -6.592971, -2.965516], [-0.183102, -7.670891, -0.794396], [0.001109, -6.332612, 1.291027], [0.272494, -3.837947, 1.059115], [-3.854843, -1.368160, -1.846256], [-6.136117, -0.705397, -1.364786], [-6.733614, 1.576724, -0.846130], [-5.040657, 3.367864, -0.972226], [-2.635681, 2.699481, -1.344871], [0.997554, 1.973855, -2.329736], [1.809316, 2.934222, -4.386922], [0.578468, 2.553602, -6.520790], [-1.448841, 1.231416, -6.540974], [-2.300621, 0.173062, -4.537919], [4.634345, 2.199092, 0.748550], [3.212304, 1.618018, 0.641447], [2.227492, 2.291714, 0.201655], [3.076668, 0.416819, 0.956237], [4.984102, 1.881575, 1.740485], [4.614423, 3.289198, 0.626685], [5.162696, 1.710186, -0.079868], [-1.958309, -0.295404, 4.208967], [-1.474344, 0.149684, 2.854146], [-2.536343, 0.997778, 2.106725], [0.095350, 1.040917, 2.737231], [1.262688, 0.311804, 3.881323], [1.071969, 0.591988, 5.382771], [1.304438, -1.243965, 3.598093], [-0.121590, 2.819594, 2.972613], [1.329208, 3.471034, 2.887751], [-0.822696, 3.332069, 4.231498], [-2.834685, -0.829765, 3.992783], [-2.232678, 0.552405, 4.877181], [-1.267246, -0.908206, 4.743248], [-1.388094, -0.742959, 2.219746], [-3.037352, 1.800064, 2.719342], [-3.311603, 0.362720, 1.736961], [-2.159640, 1.463363, 1.204699], [2.211585, 0.698672, 3.538231], [0.094253, 0.248598, 5.831354], [1.273175, 1.645359, 5.703921], [1.829779, 0.038536, 5.884329], [0.457172, -1.842303, 4.049136], [2.194098, -1.660025, 4.047040], [1.326671, -1.561838, 2.544211], [-0.702783, 3.044692, 2.100856], [2.013332, 2.879865, 3.459679], [1.330875, 4.431277, 3.455706], [1.659148, 3.632323, 1.858228], [-0.275411, 3.173520, 5.140941], [-1.799068, 2.908216, 4.453218], [-0.955291, 4.394249, 4.175195]], "forces_ev_per_angstrom": [[-0.11, 0.44, 0.25], [0.90, 0.60, 1.73], [0.38, -1.14, -2.23], [0.58, 0.57, 0.35], [-0.32, -0.74, -0.33], [-0.48, 0.06, -0.49], [0.76, -0.06, 0.55], [0.20, 0.04, -0.37], [-0.32, 0.70, -0.42], [-0.91, -0.50, 0.50], [0.79, 0.20, -0.61], [-0.83, -0.23, -0.32], [0.26, 1.49, 1.00], [-0.05, -1.05, 0.06], [-0.53, -0.55, -0.19], [0.00, 1.22, 0.04], [0.24, 0.59, 0.03], [-0.37, -0.51, 0.68], [0.95, 0.91, 0.64], [-2.68, -0.23, -0.25], [0.53, -0.67, 0.73], [0.81, 0.10, -0.72], [0.78, 0.32, 0.60], [-0.80, 1.48, 0.01], [-0.72, 0.15, -0.30], [0.66, 0.00, 0.27], [-0.67, -0.45, -0.83], [-0.61, 0.60, 0.05], [1.93, -0.18, 0.00], [-0.19, -0.30, 0.85], [0.04, -0.03, -0.21], [-0.59, -0.20, 0.38], [0.37, 0.15, -0.42], [-0.48, -0.58, 0.54], [0.48, 0.18, -0.12], [0.27, 0.08, 0.25], [-0.13, -0.08, 0.10], [0.15, 0.19, -0.91], [0.17, -0.01, -0.24], [0.23, -0.45, -0.16], [-0.08, 0.17, -0.30], [0.10, -0.17, 0.27], [0.36, -0.65, -0.08], [-0.14, -0.39, -0.25], [-0.51, 0.11, 0.00], [0.45, -0.65, -0.23], [-0.25, -0.20, -0.13], [-0.39, -0.18, 0.20], [0.23, 0.13, 0.08], [0.12, -0.07, 0.16], [-0.61, 0.08, -0.55], [-0.01, 0.09, 0.31], [-1.52, -0.18, -0.04], [0.93, 1.56, -0.63], [0.17, -0.70, 0.13], [-0.63, -0.89, 0.63], [0.37, 0.19, -0.51], [0.16, -0.40, 0.06], [0.32, 0.23, 0.43], [0.04, 1.62, 0.54], [-0.64, 0.66, -0.73], [-0.32, 0.88, 0.69], [0.57, -0.65, -1.48], [-0.53, -1.32, 0.62], [-0.61, 0.60, 0.48], [-0.83, -0.42, 0.32], [1.26, 0.49, 1.02], [-1.51, 0.88, 0.32], [-0.44, -0.42, 0.11], [-1.41, -0.98, 0.20], [0.19, -0.43, -0.50], [0.37, -0.50, 0.20], [0.49, 0.05, 0.18], [0.69, -0.82, -0.37], [-0.77, -0.61, -0.01], [0.39, 0.20, -0.07], [0.45, 0.09, 0.11], [0.99, 0.52, -0.75], [-0.42, -0.71, -0.59], [0.67, -0.64, 0.59], [0.69, 1.00, -0.29], [0.39, 0.01, 0.23], [0.05, 0.62, 0.26], [-0.30, 0.63, -0.55], [0.67, -0.58, 0.05], [-0.25, -0.45, -0.67], [0.00, -0.15, 0.39], [0.68, -0.24, 0.31], [-0.20, -0.19, -0.40], [-0.10, 0.69, -0.26]], "mulliken_spin": [1.72, 0.02, 0.01, 0.00, 0.00, 0.01, -0.01, 0.01, 0.00, 0.00, 0.00, 0.01, 0.01, 0.00, 0.00, 0.00, 0.00, 0.00, 0.00, 0.00, 0.00, 0.00, 0.00, 0.00, -0.01, 0.00, 0.00, 0.00, 0.00, 0.00, 0.00, 0.00, 0.00, 0.00, 0.00, 0.00, 0.00, 0.00, 0.00, 0.00, 0.00, 0.00, 0.00, 0.00, 0.00, 0.00, 0.00, 0.00, 0.00, 0.00, 0.00, 0.00, 0.00, 0.00, 0.05, 0.05, 0.00, 0.00, 0.00, 0.01, 0.01, 0.00, 0.06, 0.00, 0.01, 0.00, 0.02, 0.00, 0.01, 0.00, 0.00, 0.00, 0.01, 0.00, 0.00, 0.00, 0.00, 0.00, 0.00, 0.00, 0.00, 0.00, 0.00, 0.00, 0.00, 0.00, 0.00, 0.00, 0.00, 0.00]}